C40H62As2Br2HfINO8SeSi | the ωB97M-V functional and the def2-TZVPD basis

E_LUMO: -5.857 eV
HOMO: -12.7 eV
total charge: +2
spin multiplicity: 1

Last column: Löwdin charge in e.
Atoms and positions in Å:
Hf (0.4214, 0.1760, 0.6215)  1.37
C (2.5430, -1.6207, 1.2509)  -0.13
C (1.4890, -1.0934, 2.1641)  -0.33
C (0.4477, -2.1902, 2.1066)  -0.20
C (0.9429, -3.1941, 1.3242)  0.03
C (2.2511, -2.8700, 0.8088)  -0.16
C (3.2007, -3.8161, 0.1086)  -0.54
C (2.4869, -4.7586, -0.8635)  -0.04
C (4.2628, -3.0259, -0.6620)  -0.04
C (3.8770, -4.6604, 1.2016)  -0.02
C (-0.9571, -2.2132, 2.7089)  -0.51
C (-1.6257, -0.8548, 2.4515)  -0.13
C (-1.0020, -2.5522, 4.2073)  -0.02
C (-1.8079, -3.2840, 2.0147)  -0.05
C (2.1756, -0.7481, 3.5487)  -0.51
C (1.3596, 0.1344, 4.4809)  -0.10
C (2.4986, -2.0749, 4.2495)  -0.01
C (3.5087, -0.0096, 3.3250)  -0.04
H (3.4752, -1.1065, 1.0902)  0.09
H (0.4196, -4.1136, 1.1051)  0.12
H (2.1139, -4.2190, -1.7345)  0.07
H (1.6615, -5.2925, -0.3907)  0.08
H (3.1895, -5.5098, -1.2253)  0.10
H (3.7908, -2.3218, -1.3541)  0.07
H (4.8924, -3.7046, -1.2384)  0.10
H (4.9151, -2.4654, 0.0097)  0.08
H (3.1453, -5.2570, 1.7494)  0.09
H (4.4001, -4.0240, 1.9167)  0.09
H (4.6026, -5.3418, 0.7549)  0.10
H (-1.0564, -0.0140, 2.8713)  -0.02
H (-2.6163, -0.7977, 2.9102)  0.12
H (-1.8285, -0.7102, 1.3755)  0.02
H (-0.5250, -1.8191, 4.8497)  0.07
H (-0.5181, -3.5139, 4.3792)  0.10
H (-2.0424, -2.6444, 4.5248)  0.10
H (-1.7851, -3.1811, 0.9301)  0.06
H (-2.8452, -3.1984, 2.3430)  0.10
H (-1.4637, -4.2837, 2.2806)  0.10
H (0.3280, -0.1796, 4.6088)  0.03
H (1.3651, 1.1580, 4.1219)  0.01
H (1.8235, 0.1440, 5.4688)  0.11
H (1.6025, -2.6212, 4.5334)  0.07
H (3.0698, -1.8757, 5.1580)  0.10
H (3.1021, -2.7195, 3.6099)  0.08
H (3.4210, 0.7893, 2.5835)  0.07
H (4.3026, -0.6846, 3.0086)  0.09
H (3.8291, 0.4479, 4.2619)  0.10
Br (-2.5104, 1.9906, 0.8805)  0.62
C (-2.3905, 3.8921, 0.4562)  -0.92
Br (-0.7073, 4.4208, -0.2794)  0.72
H (-2.5301, 4.4062, 1.3995)  0.01
H (-3.1889, 4.0863, -0.2555)  -0.02
I (-1.0935, 2.5560, 4.1402)  1.09
C (0.5262, 3.1039, 2.9273)  -0.75
C (1.1064, 4.2947, 3.3482)  -0.14
C (2.2556, 4.7604, 2.7424)  -0.01
C (2.8037, 3.9938, 1.7317)  -0.03
C (2.1616, 2.8352, 1.3580)  -0.21
N (1.0192, 2.3640, 1.9093)  -0.06
H (0.6556, 4.8380, 4.1650)  0.09
H (2.7168, 5.6822, 3.0698)  0.13
H (3.7158, 4.2847, 1.2316)  0.12
H (2.5752, 2.2384, 0.5630)  0.00
C (3.8729, 3.2437, -2.1616)  -0.20
Si (3.9667, 1.3843, -2.3114)  0.32
C (3.7394, 0.7632, -4.0504)  -0.21
C (5.4247, 0.6688, -1.4017)  -0.19
Se (1.9591, 0.5553, -1.2522)  0.40
H (4.5112, 3.7278, -2.9033)  0.05
H (4.2225, 3.5680, -1.1803)  0.02
H (2.8522, 3.5980, -2.3121)  0.02
H (4.6292, 0.9421, -4.6571)  0.05
H (2.8981, 1.2633, -4.5317)  0.03
H (3.5506, -0.3111, -4.0457)  0.03
H (6.3292, 1.2394, -1.6229)  0.05
H (5.6079, -0.3692, -1.6805)  0.03
H (5.2621, 0.7132, -0.3231)  0.03
C (-0.5929, -3.6203, -2.0660)  0.04
O (-1.6369, -2.6215, -2.1581)  0.04
C (-1.5584, -1.5828, -1.3964)  -0.53
O (-0.5894, -1.4060, -0.6206)  -0.15
C (-2.5522, -0.5279, -1.6648)  -0.31
C (-3.8753, -0.6372, -1.5662)  -0.28
As (-5.2364, 0.6176, -2.2289)  1.36
C (-6.0999, 1.0457, -0.5198)  -0.26
C (-4.1315, 2.2186, -2.4441)  -0.31
C (-2.8266, 2.2918, -2.7238)  -0.31
As (-1.4734, 1.0322, -2.1592)  1.19
C (-0.7547, 0.3210, -3.8351)  -0.24
C (-2.2917, 3.5017, -3.4133)  -0.54
O (-2.9678, 4.3651, -3.8985)  0.16
O (-0.9523, 3.4457, -3.5119)  -0.15
C (-0.3409, 4.5794, -4.1549)  -0.02
C (-4.9789, 3.4508, -2.4966)  -0.59
O (-4.8656, 4.3221, -1.6677)  0.11
O (-5.9079, 3.3809, -3.4303)  -0.04
C (-6.8083, 4.5067, -3.5329)  0.01
C (-4.5975, -1.8525, -1.0750)  -0.53
O (-5.7762, -1.9825, -1.2853)  0.09
O (-3.8595, -2.7117, -0.3784)  -0.05
C (-4.5699, -3.8911, 0.0661)  0.01
H (-0.9054, -4.4234, -2.7232)  0.12
H (-0.4979, -3.9589, -1.0389)  0.08
H (0.3416, -3.1776, -2.4029)  0.10
H (-6.7930, 0.2402, -0.2907)  0.03
H (-6.6673, 1.9670, -0.6486)  0.04
H (-5.3823, 1.1731, 0.2871)  0.00
H (-1.5551, -0.0039, -4.4974)  0.05
H (-0.0872, -0.5119, -3.6140)  0.02
H (-0.1765, 1.1129, -4.3059)  0.03
H (0.7302, 4.4178, -4.0818)  0.09
H (-0.6302, 5.4970, -3.6470)  0.10
H (-0.6535, 4.6281, -5.1960)  0.11
H (-7.6300, 4.1670, -4.1531)  0.10
H (-6.2855, 5.3344, -4.0068)  0.11
H (-7.1533, 4.8004, -2.5449)  0.10
H (-3.8758, -4.4367, 0.6960)  0.08
H (-4.8597, -4.4873, -0.7964)  0.11
H (-5.4578, -3.6025, 0.6231)  0.11